Record 1
Here is one molecule with the formula C3H4OS from the OMol25 dataset. Energies are from the ωB97M-V functional and the def2-TZVPD basis.

```
9
C3H4OS (the ωB97M-V functional and the def2-TZVPD basis)
O -1.55 -1.68 0.14
C -0.95 -0.64 0.08
C -0.68 0.69 -0.35
C 0.29 -0.07 0.56
S 1.85 -0.81 0.01
H -0.37 1.01 -1.37
H -1.41 1.32 0.17
H 0.35 0.22 1.66
H 2.46 -0.04 -0.90
```

Results
E_LUMO: 0.4 eV
Kohn-Sham gap: 9.4852 eV
Structure (SMILES): O=C1C[C@@H]1S
HOMO level: -9.052 eV
E_tot: -16056.0428 eV
Energy relative to the best compared isomer or geometry (same formula, charge and spin): 47.7 kcal/mol
Multiplicity: 1

***

Record 2
Here is C44H71BrLaN3O3P4S as an isolated structure from the OMol25 dataset. Energies are from the ωB97M-V functional and the def2-TZVPD basis.

```
128
C44H71BrLaN3O3P4S (the ωB97M-V functional and the def2-TZVPD basis)
La -1.25 -1.30 0.40
C 4.43 1.92 3.65
C 3.07 2.05 2.98
C 2.90 3.50 2.57
P 2.48 0.81 1.75
C 3.24 -0.82 2.14
C 2.78 -1.46 3.50
C 2.93 -1.82 0.95
C 3.30 1.31 0.22
C 4.70 1.15 0.35
C 5.53 1.32 -0.74
C 7.04 1.28 -0.73
C 4.92 1.60 -1.97
C 3.57 1.84 -2.13
C 2.77 1.69 -0.99
N 1.37 1.90 -1.22
C 1.01 2.87 -2.14
C 1.68 4.11 -2.08
C 1.46 5.04 -3.05
C 0.52 4.90 -4.06
C 0.47 5.89 -5.19
C -0.22 3.71 -4.05
C 0.04 2.69 -3.14
P -0.97 1.06 -3.21
C -0.21 -0.09 -4.44
C -0.36 -1.55 -4.09
C 1.30 0.19 -4.55
C -2.51 1.50 -4.17
C -3.39 2.63 -3.42
C -3.41 0.26 -4.36
H 4.56 2.57 4.48
H 5.25 2.15 2.96
H 4.51 0.90 4.05
H 2.32 1.89 3.78
H 3.57 3.55 1.69
H 3.27 4.20 3.29
H 1.95 3.72 2.22
H 4.29 -0.63 2.10
H 1.74 -1.91 3.47
H 2.85 -0.76 4.34
H 3.45 -2.37 3.72
H 1.92 -2.12 0.80
H 3.50 -2.72 1.12
H 3.31 -1.49 -0.04
H 5.13 0.89 1.30
H 7.40 1.23 0.32
H 7.38 2.16 -1.19
H 7.45 0.46 -1.32
H 5.55 1.87 -2.82
H 3.18 2.20 -3.06
H 2.33 4.24 -1.24
H 2.03 5.95 -3.03
H 1.45 5.91 -5.68
H 0.27 6.96 -4.79
H -0.30 5.65 -5.91
H -0.94 3.55 -4.89
H -0.63 0.06 -5.43
H -0.13 -1.80 -3.06
H 0.38 -2.19 -4.69
H -1.37 -1.92 -4.14
H 1.83 -0.02 -3.59
H 1.46 1.20 -4.95
H 1.53 -0.53 -5.35
H -2.21 2.05 -5.15
H -3.59 2.26 -2.42
H -4.33 2.77 -3.96
H -2.79 3.58 -3.20
H -3.36 -0.42 -3.53
H -3.09 -0.31 -5.22
H -4.48 0.51 -4.45
C -4.08 1.65 1.49
P -2.90 0.60 2.50
C -2.20 1.66 3.85
C -4.13 -0.37 3.51
C -5.07 -1.25 2.77
P -4.11 -2.32 1.53
C -3.66 -3.92 2.32
C -5.34 -2.79 0.26
H -4.99 1.81 2.06
H -4.48 1.06 0.65
H -3.58 2.56 1.24
H -2.95 2.09 4.53
H -1.60 2.45 3.43
H -1.62 0.98 4.49
H -4.62 0.33 4.15
H -3.58 -1.04 4.17
H -5.95 -0.66 2.32
H -5.43 -1.81 3.59
H -4.50 -4.33 2.81
H -2.89 -3.80 3.13
H -3.31 -4.58 1.55
H -6.10 -3.39 0.70
H -4.96 -3.42 -0.55
H -5.78 -1.93 -0.15
Br -0.29 -3.99 8.05
C -0.26 -3.52 6.20
C 0.16 -4.48 5.27
C 0.11 -4.27 3.92
C -0.41 -3.08 3.43
C -0.79 -2.06 4.36
C -0.72 -2.25 5.73
N -0.61 -2.85 2.08
C 0.01 -3.60 1.15
C -0.42 -4.00 -0.14
C 0.33 -4.84 -1.06
C -0.02 -4.99 -2.35
C -1.35 -4.59 -2.83
C -2.06 -3.89 -1.89
N -1.65 -3.56 -0.65
H 0.50 -5.40 5.63
H 0.37 -5.06 3.27
H -1.12 -1.15 3.98
H -0.93 -1.40 6.39
H 0.94 -3.93 1.44
H 1.31 -5.16 -0.73
H 0.61 -5.59 -3.01
H -1.77 -4.74 -3.79
H -2.97 -3.43 -2.15
O -2.69 0.52 -0.70
H -2.19 0.70 -1.60
H -2.67 1.39 -0.29
O 0.53 -0.75 -1.10
H 0.80 1.04 -1.18
H 0.89 -1.61 -1.36
O -1.12 3.04 0.23
H -0.37 2.69 0.76
H -0.70 2.96 -0.63
S 0.54 0.80 1.94
```

Results
E_LUMO: 0.5 eV
Kohn-Sham gap: 5.5552 eV
HOMO level: -5.082 eV
E_tot: -176287.8222 eV
Multiplicity: 1

***

Record 3
Here is one molecule with the formula C2H2N2O3 from the OMol25 dataset. Energies are from the ωB97M-V functional and the def2-TZVPD basis.

```
9
C2H2N2O3 (the ωB97M-V functional and the def2-TZVPD basis)
O 3.08 -0.65 0.30
C 1.97 -0.53 0.00
N 0.85 -0.63 -0.40
C -0.44 0.04 -0.31
O -1.08 -0.32 0.86
N -0.71 1.63 -0.46
O -1.53 2.01 0.30
H -0.99 -0.28 -1.22
H -1.15 -1.27 0.94
```

Results
E_LUMO: -0.4 eV
Kohn-Sham gap: 9.0782 eV
Structure (SMILES): O=C=N[C@@H](O)N=O
HOMO level: -9.462 eV
E_tot: -11225.7912 eV
Energy relative to the best compared isomer or geometry (same formula, charge and spin): 69.5 kcal/mol
Multiplicity: 1

***

Record 4
Here is an isolated ion of composition C4H6N3O and charge +1 from the OMol25 dataset. Energies are from the ωB97M-V functional and the def2-TZVPD basis.

```
14
C4H6N3O (the ωB97M-V functional and the def2-TZVPD basis)
C 1.61 0.29 -0.23
C 1.24 -0.58 -1.27
N 0.39 -1.58 -1.03
C -0.56 -1.62 -0.17
N -1.14 -0.59 0.48
N -0.50 0.56 0.52
C -0.99 1.79 0.82
O -0.48 2.82 0.53
H 1.97 -0.25 0.55
H 1.70 1.39 -0.18
H 1.70 -0.57 -2.24
H -1.03 -2.56 0.03
H -2.02 -0.72 0.85
H -1.88 1.62 1.33
```

Results
E_LUMO (spin up / spin down): -7.0 / -7.1 eV
Net charge: +1
Kohn-Sham gap (spin up / spin down): 7.0636 / 6.7039 eV
Structure (SMILES): C=C/N=C\[NH+]=N\C=O
HOMO level (spin up / spin down): -14.086 / -13.787 eV
E_tot: -10750.5766 eV
Energy relative to the best compared isomer or geometry (same formula, charge and spin): 108.0 kcal/mol
Multiplicity: 1

***

Record 5
Here is C3H2NO3 as an isolated structure from the OMol25 dataset. Energies are from the ωB97M-V functional and the def2-TZVPD basis.

```
9
C3H2NO3 (the ωB97M-V functional and the def2-TZVPD basis)
C -0.46 -0.65 -0.06
C -0.39 0.72 0.01
C -1.76 -1.11 0.00
N -2.60 0.53 -0.02
O -2.53 -1.98 0.05
O -3.67 0.93 -0.02
O -1.54 1.42 0.03
H 0.62 -1.13 -0.07
H 0.52 1.32 0.23
```

Results
E_LUMO (spin up / spin down): -7.6 / -7.6 eV
Net charge: +1
Kohn-Sham gap (spin up / spin down): 8.9094 / 8.9089 eV
HOMO level (spin up / spin down): -16.518 / -16.517 eV
E_tot: -10763.0096 eV
Energy relative to the best compared isomer or geometry (same formula, charge and spin): 89.6 kcal/mol
Multiplicity: 1

***

Record 6
Here is C6H29AsF6O8 as an isolated structure from the OMol25 dataset. Energies are from the ωB97M-V functional and the def2-TZVPD basis.

```
50
C6H29AsF6O8 (the ωB97M-V functional and the def2-TZVPD basis)
O -10.86 5.47 12.31
H -10.58 4.77 12.89
H -11.12 6.28 12.76
H -11.52 5.28 11.63
As -11.47 8.82 9.62
F -11.17 7.12 10.11
F -12.66 8.32 8.34
F -11.62 10.56 9.19
F -10.45 9.26 11.03
F -10.02 8.68 8.51
F -12.92 8.98 10.68
O -11.87 7.77 13.46
H -11.31 8.42 13.89
H -12.64 8.26 13.19
O -12.58 5.86 15.42
H -13.43 5.96 15.84
H -12.46 6.67 14.93
O -9.59 3.97 10.53
H -9.79 4.33 9.67
H -8.77 3.48 10.40
O -12.96 4.77 10.58
H -13.17 5.18 9.75
H -12.98 3.83 10.40
O -10.10 5.11 15.34
H -9.71 4.57 16.03
H -11.02 5.21 15.61
C -11.30 1.89 13.24
C -10.11 1.08 13.63
C -8.86 1.92 13.44
O -10.27 0.74 14.98
H -12.24 1.36 13.37
H -11.25 2.13 12.18
H -11.48 2.79 13.83
H -10.03 0.14 13.07
H -8.84 2.27 12.41
H -7.91 1.40 13.41
H -8.83 2.77 14.12
H -11.12 0.31 15.11
C -7.05 7.45 12.60
C -7.06 6.80 13.99
C -7.92 7.50 15.02
O -7.47 5.41 14.02
H -8.01 7.19 12.16
H -6.20 7.20 11.97
H -7.16 8.52 12.82
H -6.04 6.58 14.32
H -7.48 8.47 15.28
H -7.92 6.86 15.90
H -8.94 7.63 14.65
H -8.32 5.33 14.45
```

Results
E_LUMO (spin up / spin down): -3.2 / -9.7 eV
Net charge: +1
Kohn-Sham gap (spin up / spin down): 10.0474 / 3.5375 eV
HOMO level (spin up / spin down): -13.220 / -13.220 eV
E_tot: -100208.4261 eV
Multiplicity: 2

***

Record 7
Here is a 8-piece molecular cluster, C10H36N4O8 overall from the OMol25 dataset. Energies are from the ωB97M-V functional and the def2-TZVPD basis.

```
58
C10H36N4O8 (the ωB97M-V functional and the def2-TZVPD basis)
N 1.82 -1.75 1.76
C 3.15 -1.98 1.66
N 3.51 -3.24 1.96
O 4.05 -1.06 1.14
H 1.50 -0.76 1.62
H 1.12 -2.51 1.94
H 4.54 -3.37 1.70
H 3.12 -3.77 2.72
N 0.94 4.05 -0.76
C -0.22 3.64 -0.29
N -0.52 2.41 -0.49
O -1.13 4.47 0.32
H 1.01 5.00 -0.64
H 1.81 3.49 -1.02
H -1.45 2.13 -0.20
H -0.02 1.90 -1.21
C 1.28 -1.08 -2.80
C 1.11 -0.87 -1.32
O 0.13 -1.76 -0.94
H 1.93 -0.31 -3.09
H 0.32 -1.10 -3.32
H 1.70 -2.02 -2.97
H 0.93 0.09 -0.99
H 2.09 -1.11 -0.90
H 0.29 -1.92 0.00
C -3.11 1.13 -2.55
C -2.07 0.09 -2.04
O -2.36 -1.15 -2.69
H -3.21 1.25 -3.61
H -2.89 2.06 -2.09
H -4.10 0.93 -2.15
H -1.93 0.00 -0.92
H -1.11 0.44 -2.38
H -1.99 -1.81 -2.11
C -0.54 0.11 1.98
O 0.62 0.85 1.59
H -0.37 -0.59 2.74
H -0.91 -0.34 0.99
H -1.16 0.91 2.48
H 0.32 1.54 0.98
C -1.26 -3.56 1.80
O 0.06 -3.86 1.70
H -1.83 -4.39 1.35
H -1.60 -2.68 1.22
H -1.63 -3.45 2.81
H 0.12 -4.84 1.73
C 3.56 2.11 0.28
O 3.12 2.54 -1.05
H 3.46 2.96 0.97
H 4.58 1.84 0.26
H 2.95 1.31 0.70
H 3.13 1.75 -1.59
C -3.85 0.74 1.10
O -3.04 1.69 0.49
H -3.35 -0.23 1.12
H -4.79 0.54 0.53
H -4.17 1.03 2.10
H -3.64 2.53 0.37
```

Results
E_LUMO: 0.0 eV
Kohn-Sham gap: 8.8626 eV
Structure (SMILES): NC(N)=O.NC(N)=O.CCO.CCO.CO.CO.CO.CO
HOMO level: -8.844 eV
E_tot: -33291.4250 eV
Energy relative to the best compared isomer or geometry (same formula, charge and spin): 72.0 kcal/mol
Multiplicity: 1

***

Record 8
Here is C32H46BrMnN3P2 as an isolated structure from the OMol25 dataset. Energies are from the ωB97M-V functional and the def2-TZVPD basis.

```
85
C32H46BrMnN3P2 (the ωB97M-V functional and the def2-TZVPD basis)
N 5.38 -3.27 -0.82
C 4.74 -3.19 0.35
C 3.36 -3.02 0.43
C 2.60 -2.91 -0.76
C 3.31 -2.92 -1.98
C 4.69 -3.13 -1.96
C 1.17 -2.79 -0.69
Mn -0.03 -0.21 -0.22
P -1.97 1.21 0.26
C 0.40 -2.17 -1.67
C -1.05 -2.34 -1.78
C -1.69 -1.98 -2.99
C -3.06 -1.76 -2.99
C -3.74 -1.91 -1.78
C -3.17 -2.56 -0.68
C -1.80 -2.82 -0.69
Br -5.51 -1.12 -1.59
H 0.71 -3.20 0.22
H 0.92 -1.82 -2.57
H 2.88 -2.98 1.41
H 2.82 -2.81 -2.95
H 5.33 -3.29 1.26
H 5.26 -3.20 -2.89
H -1.09 -1.88 -3.91
H -1.33 -3.39 0.14
H -3.58 -1.43 -3.88
H -3.81 -2.81 0.18
P 1.65 1.46 -1.17
C -2.86 0.29 1.57
C -4.38 0.31 1.46
H -2.53 0.69 2.54
H -2.51 -0.75 1.53
H -4.83 -0.22 2.32
H -4.79 1.33 1.45
H -4.71 -0.21 0.56
C -2.93 1.30 -1.29
C -4.11 2.27 -1.35
H -3.31 0.28 -1.47
H -2.23 1.51 -2.11
H -4.67 2.11 -2.28
H -4.82 2.13 -0.53
H -3.76 3.31 -1.35
C -1.72 2.94 0.80
C -2.90 3.53 1.56
H -1.47 3.54 -0.08
H -0.82 2.95 1.43
H -2.67 4.57 1.83
H -3.82 3.53 0.97
H -3.08 2.98 2.50
C 2.52 2.81 -0.27
C 1.67 3.98 0.22
H 3.33 3.18 -0.92
H 3.01 2.32 0.59
H 2.31 4.86 0.38
H 0.89 4.26 -0.51
H 1.19 3.77 1.18
C 0.80 2.33 -2.55
C 0.33 1.40 -3.68
H 1.49 3.10 -2.94
H -0.06 2.85 -2.10
H -0.06 2.01 -4.51
H 1.16 0.79 -4.07
H -0.47 0.73 -3.35
C 3.07 0.64 -2.02
C 4.30 0.43 -1.15
H 3.32 1.24 -2.91
H 2.70 -0.34 -2.38
H 5.10 -0.04 -1.74
H 4.70 1.37 -0.74
H 4.09 -0.25 -0.31
N 1.09 0.79 3.76
C 0.84 0.95 2.45
N 0.54 -0.21 1.86
C 0.62 -1.20 2.87
C 0.25 -2.54 2.88
C 0.25 -3.23 4.10
C 0.60 -2.59 5.30
C 0.96 -1.23 5.30
C 0.97 -0.58 4.07
H 1.34 1.51 4.43
H 0.91 1.91 1.94
H -0.02 -3.03 1.95
H -0.03 -4.29 4.12
H 0.58 -3.15 6.24
H 1.23 -0.67 6.20
```

Results
E_LUMO (spin up / spin down): -6.3 / -6.6 eV
Net charge: +2
Kohn-Sham gap (spin up / spin down): 7.2138 / 7.2556 eV
HOMO level (spin up / spin down): -13.542 / -13.850 eV
E_tot: -158328.9004 eV
Energy relative to the best compared isomer or geometry (same formula, charge and spin): 2.1 kcal/mol
Multiplicity: 6

***

Record 9
Here is C16H48BF4KO8 as an isolated structure from the OMol25 dataset. Energies are from the ωB97M-V functional and the def2-TZVPD basis.

```
78
C16H48BF4KO8 (the ωB97M-V functional and the def2-TZVPD basis)
K 3.01 0.65 0.34
B -0.07 -0.28 0.90
F -1.19 -0.82 0.24
F -0.49 0.05 2.23
F 0.95 -1.24 1.11
F 0.46 0.88 0.29
C 5.35 -2.40 -1.14
C 3.97 -2.86 -1.59
O 3.00 -1.86 -1.12
H 5.34 -2.69 -0.09
H 5.58 -1.35 -1.32
H 6.05 -3.03 -1.68
H 3.63 -3.79 -1.12
H 3.95 -2.88 -2.68
H 2.16 -2.13 -1.48
C -4.74 -0.22 -0.47
C -5.29 0.80 -1.41
O -6.23 1.52 -0.65
H -5.34 -0.95 0.07
H -4.28 0.30 0.37
H -3.90 -0.69 -0.96
H -5.74 0.35 -2.29
H -4.59 1.60 -1.65
H -6.99 0.95 -0.50
C 3.92 -2.45 2.59
C 2.67 -3.29 2.71
O 2.19 -3.77 1.51
H 4.72 -2.85 1.97
H 4.27 -2.28 3.61
H 3.71 -1.46 2.17
H 1.95 -2.67 3.24
H 2.90 -4.11 3.39
H 2.07 -2.96 1.01
C -2.39 -3.36 2.55
C -2.78 -2.00 3.16
O -1.76 -1.38 3.94
H -1.51 -3.30 1.91
H -3.25 -3.74 2.01
H -2.12 -4.03 3.38
H -3.68 -2.29 3.70
H -3.16 -1.42 2.32
H -1.18 -0.96 3.30
C -0.67 5.04 1.43
C -1.74 3.98 1.51
O -1.57 3.20 2.74
H -0.81 5.24 0.37
H 0.36 4.75 1.63
H -0.88 5.95 1.99
H -1.61 3.24 0.73
H -2.77 4.34 1.61
H -1.25 2.32 2.54
C 2.86 4.49 -2.24
C 2.46 4.12 -0.76
O 3.51 3.64 -0.04
H 2.13 4.14 -2.97
H 3.67 3.86 -2.60
H 3.24 5.50 -2.44
H 1.69 3.34 -0.74
H 2.03 4.99 -0.27
H 3.59 4.22 0.72
C -2.62 3.79 -2.49
C -1.33 2.85 -2.47
O -1.67 1.64 -1.86
H -3.45 3.30 -2.98
H -2.56 4.71 -3.08
H -2.94 3.95 -1.46
H -0.72 3.27 -1.67
H -0.76 2.78 -3.39
H -1.23 1.56 -1.00
C 0.61 -4.71 -2.39
C -0.28 -3.87 -1.51
O 0.37 -2.59 -1.46
H 0.15 -5.31 -3.18
H 1.32 -5.25 -1.75
H 1.34 -4.07 -2.90
H -0.36 -4.23 -0.49
H -1.17 -3.74 -2.12
H -0.12 -2.04 -0.84
```

Results
E_LUMO: -0.6 eV
Kohn-Sham gap: 8.5123 eV
HOMO level: -9.117 eV
E_tot: -61626.3145 eV
Energy relative to the best compared isomer or geometry (same formula, charge and spin): 59.4 kcal/mol
Multiplicity: 1

***

Record 10
Here is an isolated ion of composition C4H10BrN2 and charge +1 from the OMol25 dataset. Energies are from the ωB97M-V functional and the def2-TZVPD basis.

```
17
C4H10BrN2 (the ωB97M-V functional and the def2-TZVPD basis)
C -0.26 -1.19 -1.24
C -0.58 -0.51 0.02
C -0.23 -1.25 1.33
Br -2.59 0.12 0.05
C 0.29 1.09 -0.01
N 1.47 0.94 -0.61
N -0.32 2.18 0.44
H -1.15 -1.82 -1.42
H 0.65 -1.73 -0.82
H -0.05 -0.50 -2.14
H -0.92 -2.16 1.47
H -0.28 -0.47 2.13
H 0.78 -1.73 1.29
H 2.03 0.12 -0.87
H 2.18 1.62 -0.81
H -1.22 2.20 0.81
H 0.20 3.08 0.40
```

Results
E_LUMO: -3.6 eV
Net charge: +1
Kohn-Sham gap: 10.6330 eV
Structure (SMILES): CC(C)(Br)C(N)=[NH2+]
HOMO level: -14.241 eV
E_tot: -77325.2534 eV
Energy relative to the best compared isomer or geometry (same formula, charge and spin): 27.6 kcal/mol
Multiplicity: 1